100
Properties=species:S:1:pos:R:3 method="wB97M-V/def2-TZVPD" largest_force_ev_per_a=0.88 homo_lumo_gap_ev=7.11
Pb 0.38642 -0.91247 0.33971
C 4.64013 0.61034 1.70392
C 4.63524 0.44100 0.21070
N 5.62162 0.96654 -0.47080
C 5.64489 0.82555 -1.80694
C 4.65515 0.19953 -2.52111
C 4.77341 0.16482 -4.02424
O 4.91741 -1.15017 -4.55533
C 3.54520 -0.34947 -1.82544
C 2.52005 -0.98420 -2.62946
N 1.25258 -1.06009 -2.40703
C 0.41512 -1.39677 -3.48387
C 0.75018 -0.99477 -4.79119
C -0.08200 -1.20178 -5.87250
C -1.31988 -1.79727 -5.69126
C -1.68203 -2.21458 -4.42217
C -0.82880 -2.02674 -3.34517
I -1.48312 -2.85859 -1.50849
C 3.54282 -0.28030 -0.40122
O 2.68691 -0.86480 0.35022
H 5.63483 0.40040 2.09434
H 3.90803 -0.06184 2.14822
H 4.38315 1.63880 1.96789
H 6.50109 1.26253 -2.31038
H 5.62380 0.78774 -4.32119
H 3.88271 0.58050 -4.50134
H 5.62881 -1.58687 -4.07507
H 2.90502 -1.39565 -3.56610
H 1.69173 -0.48663 -4.94922
H 0.23693 -0.88875 -6.85830
H -1.99585 -1.94274 -6.52293
H -2.63506 -2.70106 -4.26665
C 2.89967 -2.79699 5.69218
C 1.49714 -3.37875 5.51434
N 1.14386 -3.64607 4.12837
C 0.97662 -2.67371 3.19743
S 0.69745 -3.25046 1.58707
N 1.01222 -1.43895 3.64225
N 0.94168 -0.43630 2.74251
C 1.20757 0.75374 3.17316
C 1.45184 1.04047 4.62892
C 1.42791 1.82335 2.19107
C 1.97209 3.05326 2.57049
C 2.31869 3.97405 1.59620
C 2.14408 3.64872 0.26179
C 1.57410 2.42011 -0.02822
N 1.20609 1.55047 0.90028
H 3.12519 -2.68357 6.75329
H 3.64832 -3.45101 5.24329
H 2.95281 -1.82550 5.20755
H 1.41364 -4.32066 6.05679
H 0.76039 -2.67741 5.91069
H 1.30940 -4.56454 3.75590
H 1.15384 0.17348 5.20940
H 2.50960 1.23876 4.81582
H 0.87185 1.90667 4.95220
H 2.14154 3.28632 3.61196
H 2.73337 4.93368 1.87585
H 2.41964 4.32895 -0.53132
H 1.40836 2.10703 -1.05441
C -2.96187 2.81981 -3.56453
As -1.53587 2.16419 -2.36451
C -0.07506 2.49380 -3.64526
C -1.31893 3.80181 -1.29560
C -1.03950 5.01614 -1.91500
C -0.81512 6.16901 -1.17990
C -0.85843 6.11284 0.20311
C -1.16408 4.91645 0.83166
C -1.40986 3.75526 0.10501
As -1.95196 2.06818 0.95800
C -2.04718 2.64453 2.83824
C -3.86110 2.44746 0.60101
H -2.69156 3.77688 -4.01058
H -3.89933 2.93383 -3.02127
H -3.11042 2.08851 -4.35974
H 0.12840 3.55566 -3.77527
H -0.35425 2.06709 -4.60646
H 0.83922 2.00508 -3.30966
H -0.99634 5.07660 -2.99677
H -0.60669 7.10340 -1.68577
H -0.66889 7.00368 0.78946
H -1.20803 4.89144 1.91477
H -1.06185 2.87181 3.24488
H -2.46201 1.80979 3.40505
H -2.69975 3.50921 2.96446
H -4.07777 3.49149 0.82780
H -4.49447 1.80881 1.21680
H -4.09469 2.25911 -0.44783
C -2.27335 -1.93159 3.87718
C -2.99920 -1.60887 2.62151
N -2.57296 -0.85735 1.62954
C -3.57176 -0.87448 0.68214
C -4.60800 -1.64500 1.10505
N -4.23435 -2.10618 2.34613
H -1.45864 -1.22888 4.01395
H -1.84884 -2.93607 3.81415
H -2.94233 -1.88269 4.73768
H -3.46384 -0.32717 -0.23999
H -5.54910 -1.89632 0.64971
H -4.77036 -2.71428 2.93861

---

8
Properties=species:S:1:pos:R:3 method="wB97M-V/def2-TZVPD" largest_force_ev_per_a=6.85 homo_lumo_gap_ev=12.72 e_above_lowest_ev=0.818
C 0.23190 -0.01208 0.33151
C -1.33964 -0.04083 -0.30224
F -2.03196 1.12352 0.05186
F -2.05179 -1.07017 0.23798
H 0.40389 -1.01546 0.23918
H 0.86118 0.77808 -0.31418
H 0.14124 0.36616 1.27898
H -1.47017 -0.18637 -1.39320

---

110
Properties=species:S:1:pos:R:3 method="wB97M-V/def2-TZVPD" largest_force_ev_per_a=1.60 homo_lumo_gap_ev=9.65 e_above_lowest_ev=0.000
C -18.53114 13.47454 3.94063
C -19.62021 13.86288 2.98497
O -20.16546 12.73838 2.34187
O -17.36445 13.14754 3.20588
H -18.86391 12.72272 4.66921
H -18.31662 14.35437 4.58516
H -19.20094 14.55502 2.25498
H -20.45570 14.25365 3.56380
H -19.66933 12.53267 1.50079
H -16.75657 12.68133 3.78981
C -23.15352 11.62030 3.94171
C -24.09807 12.39415 3.09111
O -23.39269 13.48859 2.45437
O -22.23353 10.89905 3.19457
H -23.70556 10.94134 4.59418
H -22.60595 12.33605 4.56759
H -24.94933 12.75040 3.68550
H -24.52359 11.72625 2.31971
H -23.99410 14.26563 2.43145
H -21.49289 11.51436 2.99944
C -23.56017 17.65153 -1.77206
C -22.62480 17.15517 -2.80650
O -23.17147 17.32424 -4.08470
O -24.57358 16.65707 -1.59294
H -23.98426 18.62819 -2.01648
H -22.98246 17.77364 -0.83663
H -22.50838 16.08115 -2.61258
H -21.65241 17.64088 -2.76061
H -23.46337 16.43890 -4.38167
H -25.41757 17.12361 -1.36608
C -22.55846 9.46471 -0.61901
C -23.60141 8.43791 -0.96429
O -23.05704 7.26578 -1.56536
O -21.92188 9.98487 -1.77307
H -21.80029 9.01241 0.02467
H -23.02334 10.28842 -0.08162
H -24.38411 8.87604 -1.59953
H -24.12727 8.10397 -0.06667
H -22.97420 7.42273 -2.51317
H -21.78807 9.29048 -2.42466
C -23.30878 13.91122 -0.71042
C -23.57432 13.54801 -2.13530
O -23.89461 12.15883 -2.30989
O -22.24349 13.07090 -0.20595
H -24.21811 13.75363 -0.11078
H -23.00460 14.94280 -0.51230
H -22.73875 13.86117 -2.79461
H -24.35604 14.18988 -2.56119
H -23.17397 11.63865 -1.89533
H -22.27849 13.10705 0.77689
C -27.16104 12.77479 -6.16728
C -26.53400 12.90675 -4.80890
O -25.77523 11.69597 -4.56182
O -27.61397 14.06131 -6.65758
H -27.98580 12.05856 -6.17241
H -26.40166 12.45324 -6.88276
H -27.31797 13.02422 -4.03784
H -25.88017 13.78652 -4.77553
H -25.19778 11.84160 -3.80143
H -28.49121 14.23805 -6.30253
C -27.59602 16.03922 -3.27501
C -28.06706 17.28314 -2.57287
O -27.18954 17.73477 -1.48847
O -26.39428 16.26897 -4.00448
H -28.35423 15.73324 -3.99833
H -27.43550 15.20809 -2.57523
H -29.06067 17.04900 -2.15983
H -28.17160 18.05547 -3.33171
H -27.58424 17.42137 -0.66825
H -25.64280 16.28931 -3.38115
C -18.31365 12.88105 -0.84990
C -19.00959 14.18468 -1.00785
O -20.14879 14.08538 -1.89836
O -19.12083 11.96093 -0.06795
H -17.33134 12.98574 -0.36901
H -18.07976 12.41172 -1.81932
H -18.32621 14.94905 -1.38211
H -19.37716 14.47498 -0.01034
H -20.91962 13.83382 -1.33265
H -19.80414 11.55805 -0.64105
C -25.19890 16.53754 1.52524
O -25.25710 15.64033 2.61699
H -24.27902 16.38017 0.97684
H -26.00862 16.37525 0.79874
H -25.29306 17.57737 1.85366
H -26.10907 15.71144 3.05457
C -21.77123 16.22103 2.00321
O -21.95527 17.46280 1.27337
H -22.63236 16.01344 2.64766
H -21.63508 15.43196 1.27024
H -20.88290 16.28442 2.63376
H -21.92824 18.20334 1.88275
C -22.55497 14.34881 -5.68080
O -23.83267 14.78933 -5.13939
H -22.72252 13.65852 -6.50535
H -21.97617 15.20105 -6.03577
H -22.01505 13.85370 -4.87609
H -24.52547 14.57962 -5.76942
C -26.72758 10.48698 -0.63899
O -26.76195 11.65062 -1.41234
H -27.66272 10.46418 -0.08050
H -26.66564 9.59647 -1.26686
H -25.90952 10.48006 0.09333
H -25.97809 11.66767 -1.99426
C -27.40743 13.94850 1.02133
O -27.93442 13.99536 -0.28569
H -27.99421 14.58066 1.70020
H -27.44729 12.93947 1.45744
H -26.37596 14.33301 1.06676
H -27.38507 13.37127 -0.80425

---

80
Properties=species:S:1:pos:R:3 method="wB97M-V/def2-TZVPD" largest_force_ev_per_a=3.67 homo_lumo_gap_ev=9.99 e_above_lowest_ev=1.815
Br 0.14196 2.63388 5.57594
C 0.97101 3.55754 4.09529
C 2.48162 3.69974 4.23250
Br 3.05553 4.36700 5.98252
H 0.61162 4.57729 3.95422
H 0.65849 2.99490 3.22053
H 2.85528 4.42680 3.51542
H 3.03836 2.78044 4.07019
Br 4.93948 2.47921 -0.94326
C 5.21841 0.75808 -0.00557
C 4.65571 -0.33834 -0.88037
Br 5.13085 -2.08339 -0.09360
H 4.65612 0.88858 0.91422
H 6.28449 0.78867 0.17838
H 5.07581 -0.22126 -1.87888
H 3.58597 -0.18490 -1.00519
Br 1.84997 -1.63725 -2.94013
C 0.33325 -2.81565 -3.18204
C 0.78363 -4.18556 -3.65488
Br -0.84946 -5.29668 -3.92501
H -0.36748 -2.36947 -3.88121
H -0.19012 -2.93795 -2.23506
H 1.41361 -4.74403 -2.97147
H 1.26792 -4.16351 -4.62670
Br -1.54555 -6.30329 0.69352
C -2.28488 -5.80121 -1.02584
C -3.78248 -5.90500 -1.02559
Br -4.43069 -5.21639 -2.75994
H -1.86028 -6.45315 -1.78801
H -1.95787 -4.79433 -1.25626
H -4.22045 -5.22805 -0.29551
H -4.16668 -6.90148 -0.83119
Br -3.02021 2.81867 1.81442
C -2.98131 2.83983 3.79756
C -4.28838 3.35165 4.34052
Br -5.80939 2.17229 3.87289
H -2.18203 3.50539 4.11778
H -2.67041 1.84588 4.10832
H -4.52303 4.28331 3.83229
H -4.34115 3.49235 5.41455
Br 2.00613 1.46631 1.23396
C 0.19888 0.78296 0.97302
C 0.07656 0.33609 -0.47511
Br -1.73970 -0.28398 -0.82312
H -0.46646 1.62096 1.15760
H 0.04553 -0.06526 1.63284
H 0.72225 -0.51376 -0.66730
H 0.37170 1.10689 -1.18291
Br 4.64236 3.23307 -7.02771
C 2.98063 2.71959 -6.06277
C 3.08582 3.04958 -4.60211
Br 1.89586 1.86882 -3.58959
H 2.82137 1.67346 -6.30321
H 2.15284 3.22956 -6.55417
H 2.90520 4.08248 -4.32111
H 4.09666 2.82941 -4.26092
Br 1.66144 -2.75148 0.38918
C 1.09215 -3.51221 2.13860
C 1.17890 -2.34044 3.07696
Br 0.52240 -2.88517 4.84656
H 1.68450 -4.38865 2.38194
H 0.07230 -3.85994 1.99277
H 0.55649 -1.52250 2.73092
H 2.20407 -2.01574 3.22212
Br -5.12412 -2.43235 -0.26695
C -3.85357 -1.33273 0.70622
C -3.38243 -2.14112 1.88764
Br -2.31671 -0.93844 3.07880
H -4.30997 -0.40792 1.04551
H -3.03297 -1.10826 0.03186
H -2.70091 -2.96131 1.67101
H -4.18884 -2.58561 2.46552
Br -1.66156 2.22199 -3.88850
C -1.64876 3.10587 -2.15013
C -0.65402 4.24302 -2.11940
Br -0.75960 5.05727 -0.33111
H -1.40582 2.33941 -1.42527
H -2.66643 3.43451 -1.96874
H -0.97879 4.97495 -2.85725
H 0.37937 3.99001 -2.31099

---

12
Properties=species:S:1:pos:R:3 method="wB97M-V/def2-TZVPD" largest_force_ev_per_a=3.46 homo_lumo_gap_ev=9.25 e_above_lowest_ev=2.659
C 1.93479 -0.49834 0.96021
C -2.30484 0.64939 -0.25604
N 1.47522 0.45202 -0.01421
S 0.56248 0.23268 -1.18441
S -1.37976 -0.73929 -0.90543
H 1.24301 -0.26879 1.83011
H 1.74389 -1.48197 0.52831
H 2.93317 -0.11385 1.10226
H -1.54430 1.42890 -0.08579
H -2.56342 0.33049 0.68376
H -2.96761 1.05233 -1.03685
H 0.86737 -1.04357 -1.62194